# C5H14

A 2-piece molecular cluster, C5H14 overall (wB97M-V/def2-TZVPD, the Open Molecules 2025 dataset).

- Relative energy (zero: lowest compared OMol25 entry of this formula, charge and spin): 0.411 eV
- LUMO: 1.1 eV
- HOMO energy: -11.2 eV
- Electronic energy: -198.8741 hartree
- SMILES string: CCC.CC
- 2S+1: 1
- Molar mass: 74.2 g/mol

Each atom is followed by the atoms it is bonded to, with distances in Å.
Positions of all 19 atoms, in Å:
1 C 1.2966 -1.5722 2.0711  C2 1.527, H4 1.085, H5 1.089, H6 1.094
2 C 0.6675 -0.6491 1.0305  C1 1.527, C3 1.518, H7 1.096, H8 1.090
3 C 1.3985 0.6784 0.9508  C2 1.518, H9 1.092, H10 1.091, H11 1.059
4 H 2.3679 -1.6792 1.9348  C1 1.085
5 H 0.8296 -2.5553 2.1012  C1 1.089
6 H 1.1668 -1.1203 3.0591  C1 1.094
7 H 0.6242 -1.2346 0.1054  C2 1.096
8 H -0.3903 -0.4570 1.2096  C2 1.090
9 H 1.6649 1.0376 1.9476  C3 1.092
10 H 2.3474 0.5779 0.4217  C3 1.091
11 H 0.8871 1.4586 0.4502  C3 1.059
12 C -2.3346 0.5776 -2.3255  C13 1.538, H14 1.093, H15 1.085, H16 1.087
13 C -1.0024 0.9307 -1.6426  C12 1.538, H17 1.083, H18 1.092, H19 1.087
14 H -3.0674 0.4095 -1.5327  C12 1.093
15 H -2.7215 1.3614 -2.9676  C12 1.085
16 H -2.3047 -0.3563 -2.8800  C12 1.087
17 H -0.6562 1.9562 -1.6002  C13 1.083
18 H -0.2855 0.2393 -2.0905  C13 1.092
19 H -0.9713 0.5971 -0.6080  C13 1.087

Atom charges from the natural (NBO) analysis, given in e for atoms 1 to 2:
1. C -0.601
2. C -0.403